<A>
The following is a quantum chemistry calculation of a single C4H8N4 molecule, from OMol25.

XYZ file:
```
16
Properties=species:S:1:pos:R:3
H -0.79075 -0.32327 -2.13320
N -0.93845 0.78563 -1.98451
C -0.78950 1.11111 -0.81731
N -0.04507 0.20542 0.06962
C 0.32013 0.92344 1.15943
N -0.45536 1.91105 1.57372
H -0.34181 1.87117 2.71488
N 0.29198 -0.99427 -0.62253
C 1.43289 -1.60307 -0.01959
C 0.01114 -2.02696 0.40456
H -1.09430 2.14234 -0.57299
H 1.23619 0.60361 1.74849
H 2.21067 -0.86618 0.20772
H 1.70287 -2.60642 -0.72663
H -0.29177 -2.94378 -0.15514
H -0.45072 -1.65937 1.30025
```

gap between HOMO and LUMO = 0.343 Eh
lowest unoccupied orbital energy = 0.72 eV

Atomic charges from the Mulliken analysis, expressed in e, are listed below: number 1, H, carries 0.358; number 2, N, carries -0.644; number 3, C, carries -0.101; number 4, N, carries 0.319; number 5, C, carries 0.066; number 6, N, carries -0.667; number 7, H, carries 0.241; number 8, N, carries -0.539; number 9, C, carries -0.399; number 10, C, carries -0.408; number 11, H, carries 0.425; number 12, H, carries 0.296; number 13, H, carries 0.329; number 14, H, carries 0.177; number 15, H, carries 0.259; number 16, H, carries 0.287


<B>
The following is a quantum chemistry calculation of a single C4H8N4 molecule, from OMol25.

XYZ file:
```
16
Properties=species:S:1:pos:R:3
N 0.66154 -0.94958 -0.82040
C 1.19288 0.03084 -0.07133
N 1.23850 -2.17158 -0.73998
C -1.04779 0.20572 -0.75040
C -0.06452 1.89000 0.83671
C -2.22775 -0.02261 -0.16192
N 0.08362 0.96013 -0.05008
N 2.22058 -0.02638 0.68250
H 1.62768 -2.38154 0.17838
H 0.66734 -2.88547 -1.17072
H 2.35725 0.77858 1.28090
H -0.94277 0.22290 -1.82556
H -1.01966 2.37917 0.93164
H 0.73330 2.11054 1.53074
H -2.36732 0.01524 0.91182
H -3.11288 -0.15597 -0.76231
```

gap between HOMO and LUMO (spin up / spin down) = 0.270 / 0.222 Eh
lowest unoccupied orbital energy (spin up / spin down) = -0.04 / -0.58 eV

Atomic charges from the Mulliken analysis, expressed in e, are listed below: number 1, N, carries -0.039; number 2, C, carries 0.461; number 3, N, carries -0.593; number 4, C, carries 0.001; number 5, C, carries -0.355; number 6, C, carries -0.802; number 7, N, carries 0.134; number 8, N, carries -0.798; number 9, H, carries 0.217; number 10, H, carries 0.230; number 11, H, carries 0.177; number 12, H, carries 0.292; number 13, H, carries 0.347; number 14, H, carries 0.181; number 15, H, carries 0.299; number 16, H, carries 0.246


Bottom line: <B>, by a margin of 124.9 kJ/mol.


<A>
The following is a quantum chemistry calculation of 2 unconnected molecules or ions with the total composition C4H8N4, from OMol25.

XYZ file:
```
16
Properties=species:S:1:pos:R:3
H -0.44114 -1.54215 3.75693
N -0.52834 -0.53559 3.63001
C -0.63582 -0.17248 2.43267
N -0.80594 -0.98902 1.28568
N -0.63546 -2.38037 1.42744
H -0.82432 0.87593 2.21966
H -0.99423 -0.59366 0.36918
H -1.34232 -2.88822 0.90229
H 0.29595 -2.66605 1.13005
C 1.68604 1.98104 -2.88298
C 0.49351 1.90079 -2.29346
C 0.00918 0.70408 -1.69118
N -0.40886 -0.35000 -1.46568
H 1.98530 2.82948 -3.47585
H 2.41664 1.19016 -2.82539
H -0.27017 2.63605 -2.51937
```

gap between HOMO and LUMO = 0.302 Eh
lowest unoccupied orbital energy = -0.14 eV

Atomic charges from the Mulliken analysis, expressed in e, are listed below: number 1, H, carries 0.281; number 2, N, carries -0.622; number 3, C, carries -0.033; number 4, N, carries -0.035; number 5, N, carries -0.590; number 6, H, carries 0.323; number 7, H, carries 0.266; number 8, H, carries 0.238; number 9, H, carries 0.200; number 10, C, carries -0.575; number 11, C, carries -0.267; number 12, C, carries 0.474; number 13, N, carries -0.465; number 14, H, carries 0.261; number 15, H, carries 0.257; number 16, H, carries 0.288


<B>
The following is a quantum chemistry calculation of a single C4H8N4 molecule, from OMol25.

XYZ file:
```
16
Properties=species:S:1:pos:R:3
H 1.55981 2.48112 -2.61976
N 1.46986 1.35410 -2.93879
C 0.78468 0.83200 -1.84240
N 0.06400 -0.27926 -1.82076
N -0.01067 -1.01562 -0.70841
C -0.40810 -0.27878 0.28737
N -0.76570 -0.90899 1.53539
C -1.29637 0.16304 2.57702
C 0.10358 -0.33170 2.68449
H 0.63417 1.36417 -0.81089
H 0.40100 -1.01822 -2.59548
H -0.55415 0.73550 0.40713
H -1.40600 1.13282 1.98875
H -2.14187 -0.26813 3.23682
H 0.66337 0.42371 2.37257
H 0.43852 -1.20994 3.30997
```

gap between HOMO and LUMO = 0.342 Eh
lowest unoccupied orbital energy = 0.62 eV

Atomic charges from the Mulliken analysis, expressed in e, are listed below: number 1, H, carries 0.250; number 2, N, carries -0.613; number 3, C, carries 0.109; number 4, N, carries 0.034; number 5, N, carries -0.521; number 6, C, carries 0.073; number 7, N, carries -0.427; number 8, C, carries -0.288; number 9, C, carries -0.310; number 10, H, carries 0.147; number 11, H, carries 0.338; number 12, H, carries 0.212; number 13, H, carries 0.183; number 14, H, carries 0.234; number 15, H, carries 0.322; number 16, H, carries 0.258


Bottom line: <A>, by a margin of 306.0 kJ/mol.


<A>
The following is a quantum chemistry calculation of a single C4H8N4 molecule, from OMol25.

XYZ file:
```
16
Properties=species:S:1:pos:R:3
C -1.26061 0.61816 0.66932
C 1.13409 -0.09787 0.65807
C -0.24510 -0.33230 0.00532
N 1.49224 -0.60426 1.85802
C 0.14318 0.36083 -1.50184
N 1.64855 0.63058 -0.21508
N -0.48770 -1.64134 -0.14618
N -0.53490 1.34228 -1.93022
H 2.47310 -0.59930 2.09288
H 0.98377 -1.43293 2.13365
H -1.03233 -1.80092 -0.99731
H -0.48676 1.42181 -2.94550
H 0.68393 -0.35739 -2.12214
H -1.47068 0.25762 1.67580
H -2.16814 0.60241 0.06845
H -0.87263 1.63261 0.69676
```

gap between HOMO and LUMO (spin up / spin down) = 0.320 / 0.290 Eh
lowest unoccupied orbital energy (spin up / spin down) = -0.65 / -1.00 eV

Atomic charges from the Mulliken analysis, expressed in e, are listed below: number 1, C, carries -1.436; number 2, C, carries 0.285; number 3, C, carries 1.183; number 4, N, carries -0.452; number 5, C, carries -0.326; number 6, N, carries -0.552; number 7, N, carries -0.749; number 8, N, carries -0.606; number 9, H, carries 0.269; number 10, H, carries 0.267; number 11, H, carries 0.294; number 12, H, carries 0.258; number 13, H, carries 0.458; number 14, H, carries 0.367; number 15, H, carries 0.359; number 16, H, carries 0.382


<B>
The following is a quantum chemistry calculation of a single C4H8N4 molecule, from OMol25.

XYZ file:
```
16
Properties=species:S:1:pos:R:3
H 0.20251 -2.35514 -0.09242
N -0.49855 -2.98889 -0.59897
C -1.64132 -2.42691 -0.44108
N -2.24579 -1.28351 -0.06953
C -1.65326 -0.00624 -0.19507
N -0.37497 -0.04395 -0.04218
N 0.15933 1.30807 -0.07576
C 1.45183 1.05711 0.38543
C 2.38623 2.31351 0.36774
H -2.23507 -3.18805 -0.82510
H -3.24678 -1.35681 0.02171
H -2.27020 0.87568 -0.34863
H 2.04186 0.07960 0.77948
H 3.25097 2.27765 -0.48334
H 2.80301 2.36103 1.37956
H 1.87019 3.37684 0.23816
```

gap between HOMO and LUMO = 0.345 Eh
lowest unoccupied orbital energy = 0.61 eV

Atomic charges from the Mulliken analysis, expressed in e, are listed below: number 1, H, carries 0.278; number 2, N, carries -0.617; number 3, C, carries -0.034; number 4, N, carries -0.110; number 5, C, carries -0.188; number 6, N, carries -0.066; number 7, N, carries -0.580; number 8, C, carries 0.165; number 9, C, carries -0.842; number 10, H, carries 0.353; number 11, H, carries 0.270; number 12, H, carries 0.364; number 13, H, carries 0.255; number 14, H, carries 0.226; number 15, H, carries 0.284; number 16, H, carries 0.241


Bottom line: <B>, by a margin of 62.0 kJ/mol.


<A>
The following is a quantum chemistry calculation of 2 unconnected molecules or ions with the total composition C4H8N4, from OMol25.

XYZ file:
```
16
Properties=species:S:1:pos:R:3
C -3.10070 -0.51576 0.27478
C -2.59046 0.26695 -0.80457
N -1.42861 0.75708 -0.47263
N -1.27301 0.21865 0.71760
N -2.18080 -0.58792 1.22955
H -3.87348 -1.20547 0.37956
H -3.03783 0.55086 -1.72961
H -0.40910 0.38690 1.10449
C 2.50176 1.22030 0.16457
N 1.72134 0.25071 0.45526
C 1.89312 -0.92792 -0.29336
H 3.19241 1.12673 -0.66233
H 2.52998 2.03632 0.82146
H 2.98270 -0.83845 -0.73693
H 2.01640 -1.77674 0.44802
H 1.05627 -0.96223 -0.89585
```

gap between HOMO and LUMO = 0.400 Eh
lowest unoccupied orbital energy = 1.12 eV

Atomic charges from the Mulliken analysis, expressed in e, are listed below: number 1, C, carries -0.237; number 2, C, carries -0.209; number 3, N, carries -0.566; number 4, N, carries 0.597; number 5, N, carries -0.679; number 6, H, carries 0.419; number 7, H, carries 0.417; number 8, H, carries 0.289; number 9, C, carries -0.321; number 10, N, carries -0.317; number 11, C, carries -0.717; number 12, H, carries 0.247; number 13, H, carries 0.273; number 14, H, carries 0.355; number 15, H, carries 0.210; number 16, H, carries 0.238


<B>
The following is a quantum chemistry calculation of a single C4H8N4 molecule, from OMol25.

XYZ file:
```
16
Properties=species:S:1:pos:R:3
H -2.46858 -0.61282 1.97601
N -2.63497 -1.05281 1.06299
C -1.47618 -1.17586 0.52558
N -0.42292 -0.71869 1.25400
C 0.53171 -0.09377 0.63702
N 1.63395 0.33591 1.32257
C 0.50318 0.15976 -0.86294
C -0.16407 1.41170 -1.33388
N 1.09526 -0.66581 -1.66484
H 1.49859 -1.45141 -1.13989
H -1.35353 -1.64290 -0.46609
H 1.74054 -0.08871 2.23813
H 2.49904 0.42278 0.79915
H -0.31576 1.37533 -2.41597
H 0.46734 2.26999 -1.08928
H -1.13359 1.52731 -0.84256
```

gap between HOMO and LUMO = 0.365 Eh
lowest unoccupied orbital energy = 0.72 eV

Atomic charges from the Mulliken analysis, expressed in e, are listed below: number 1, H, carries 0.287; number 2, N, carries -0.678; number 3, C, carries 0.163; number 4, N, carries -0.717; number 5, C, carries 0.418; number 6, N, carries -0.424; number 7, C, carries 0.449; number 8, C, carries -1.133; number 9, N, carries -0.666; number 10, H, carries 0.265; number 11, H, carries 0.484; number 12, H, carries 0.284; number 13, H, carries 0.290; number 14, H, carries 0.367; number 15, H, carries 0.302; number 16, H, carries 0.308


<C>
The following is a quantum chemistry calculation of a single C4H8N4 molecule, from OMol25.

XYZ file:
```
16
Properties=species:S:1:pos:R:3
H 2.54761 -1.96755 0.60567
N 2.31269 -0.93865 0.65511
C 1.27912 -0.94607 -0.06952
N 0.58751 0.10192 -0.71139
C 1.18543 1.37199 -0.20797
C -0.33841 1.00089 -0.15457
C -0.94792 0.57654 1.15131
N -2.02807 -0.20360 0.86053
N -2.15499 -0.88578 -0.53958
H 0.90388 -1.79899 -0.70181
H 1.71402 1.97757 -0.93184
H 1.96426 1.23778 0.57041
H -1.19301 1.15505 -0.91861
H -0.72130 0.77258 2.31709
H -2.05236 -0.30708 -1.24788
H -3.05846 -1.14661 -0.67696
```

gap between HOMO and LUMO = 0.376 Eh
lowest unoccupied orbital energy = 0.72 eV

Atomic charges from the Mulliken analysis, expressed in e, are listed below: number 1, H, carries 0.291; number 2, N, carries -0.609; number 3, C, carries 0.100; number 4, N, carries -0.209; number 5, C, carries -0.700; number 6, C, carries 0.310; number 7, C, carries -0.292; number 8, N, carries -0.356; number 9, N, carries -0.355; number 10, H, carries 0.287; number 11, H, carries 0.206; number 12, H, carries 0.295; number 13, H, carries 0.263; number 14, H, carries 0.318; number 15, H, carries 0.184; number 16, H, carries 0.266


Bottom line: <B>, by a margin of 166.7 kJ/mol.


<A>
The following is a quantum chemistry calculation of a single C4H8N4 molecule, from OMol25.

XYZ file:
```
16
Properties=species:S:1:pos:R:3
C 2.50144 0.90172 -1.41069
N 2.10851 -0.28547 -1.27141
N 0.87550 -0.41966 -0.67902
C 0.38004 -1.60873 -0.27426
C -0.77686 -1.72868 0.45662
C -1.57176 -0.57195 0.83671
N -1.12360 0.61424 0.56732
N -1.81346 1.71578 0.91791
H 1.89963 1.76914 -1.22708
H 3.50196 1.02066 -1.86575
H 0.39671 0.38437 -0.18593
H 0.89801 -2.48703 -0.66527
H -1.11016 -2.76497 0.66830
H -2.49705 -0.57835 1.37786
H -1.15219 2.46582 1.14673
H -2.51673 1.57310 1.60794
```

gap between HOMO and LUMO = 0.306 Eh
lowest unoccupied orbital energy = 0.97 eV

Atomic charges from the Mulliken analysis, expressed in e, are listed below: number 1, C, carries -0.344; number 2, N, carries -0.855; number 3, N, carries 0.240; number 4, C, carries -0.102; number 5, C, carries -0.749; number 6, C, carries 0.071; number 7, N, carries -0.074; number 8, N, carries -0.788; number 9, H, carries 0.250; number 10, H, carries 0.254; number 11, H, carries 0.682; number 12, H, carries 0.353; number 13, H, carries 0.257; number 14, H, carries 0.361; number 15, H, carries 0.218; number 16, H, carries 0.227


<B>
The following is a quantum chemistry calculation of 2 unconnected molecules or ions with the total composition C4H8N4, from OMol25.

XYZ file:
```
16
Properties=species:S:1:pos:R:3
N 0.04791 2.24837 -0.94837
C 0.08186 1.00812 -0.92840
C 0.27872 -0.10893 -1.70869
N 1.35866 -0.99514 -1.33600
H -0.24641 2.73207 -0.10526
H -0.25429 -0.18832 -2.64797
H 2.26019 -0.63353 -1.63021
H 1.20596 -1.93504 -1.68289
C -0.52928 0.29639 2.09190
N -0.20341 -0.13943 0.73157
C -1.06888 -1.05191 0.09518
N -1.88109 -1.88770 0.10700
H 0.10227 1.14314 2.35864
H -0.31738 -0.51313 2.79248
H -1.59274 0.51717 2.15751
H 0.75792 -0.49214 0.65350
```

gap between HOMO and LUMO = 0.295 Eh
lowest unoccupied orbital energy = 0.67 eV

Atomic charges from the Mulliken analysis, expressed in e, are listed below: number 1, N, carries -0.619; number 2, C, carries 0.845; number 3, C, carries -0.846; number 4, N, carries -0.461; number 5, H, carries 0.240; number 6, H, carries 0.300; number 7, H, carries 0.192; number 8, H, carries 0.199; number 9, C, carries -0.891; number 10, N, carries -0.235; number 11, C, carries 0.444; number 12, N, carries -0.552; number 13, H, carries 0.342; number 14, H, carries 0.326; number 15, H, carries 0.306; number 16, H, carries 0.411


Bottom line: <A>, by a margin of 127.1 kJ/mol.